# 1
Here is a molecular structure, C6H8N2 from OMol25. Energies are from ωB97M-V/def2-TZVPD.

Last column: natural (NBO) charge in e.
CARTESIAN COORDINATES (ANGSTROEM)
C1 -2.00402 -0.80728 0.72334  -0.62
C2 -1.28923 -0.37157 -0.58487  -0.29
C3 -1.07796 1.26494 -0.46091  -0.20
C4 1.41249 0.90870 0.40817  -0.10
C5 2.16782 -0.20895 0.11246  -0.11
C6 0.11461 -0.56168 -0.29115  0.31
H1 -1.63268 0.27661 1.66346  0.22
H2 -1.71612 -1.96549 1.37574  0.27
H3 -3.21690 -0.71094 0.16896  0.22
H4 -1.79970 -0.50177 -1.51224  0.23
H5 -0.97849 1.94902 -1.28292  0.22
H6 -1.98208 1.88531 0.08148  0.21
H7 1.70188 1.68636 1.10690  0.20
H8 3.21444 -0.65186 -0.02016  0.24
N1 0.16011 0.70708 0.26466  -0.36
N2 1.33523 -1.18025 -0.41087  -0.44

Atoms 1-6, force components in eV/Å:
-2.5783 0.8129 1.3579
-1.9318 0.9644 0.3636
-1.9920 -1.4208 2.6456
6.6119 2.9823 3.0912
0.5553 -1.8059 -1.3701
2.7919 0.0525 -0.7134

The HOMO-LUMO gap comes out at 9.0 eV. The energy above the lowest of the compared OMol25 structures with the same formula, charge and spin is 691.03 kJ/mol.

# 2
Here is C6H12O in the gas phase from OMol25. Energies are from ωB97M-V/def2-TZVPD.

Last column: natural (NBO) charge in e.
CARTESIAN COORDINATES (ANGSTROEM)
C1 -2.14027 -0.90424 -0.36327  -0.60
C2 -0.67679 -1.07332 -0.77346  -0.40
C3 0.27971 -0.73256 0.34684  -0.24
C4 1.75281 -0.48347 0.11885  -0.43
C5 0.87474 0.63167 0.58888  0.23
C6 0.67140 1.83415 -0.30540  -0.63
O1 1.04847 0.97796 1.94146  -0.71
H1 -2.81720 -1.15327 -1.18746  0.21
H2 -2.34760 0.12724 -0.05508  0.20
H3 -2.39031 -1.55958 0.48018  0.20
H4 -0.46358 -0.45183 -1.65231  0.20
H5 -0.50460 -2.11224 -1.08518  0.20
H6 0.07183 -1.26494 1.27643  0.22
H7 2.10418 -0.43865 -0.91043  0.21
H8 2.46158 -0.88986 0.83329  0.23
H9 1.55496 2.47676 -0.21980  0.22
H10 -0.20229 2.42510 -0.00574  0.21
H11 0.55663 1.55909 -1.35885  0.21
H12 0.16633 1.03199 2.33104  0.47

Atoms 1-6, force components in eV/Å:
-0.0523 0.0216 0.0207
0.0521 0.0306 -0.0774
-0.1233 -0.0472 0.0375
0.1866 -0.0340 -0.0309
0.0003 -0.0353 -0.3000
-0.0383 -0.0061 -0.0276

The HOMO-LUMO gap comes out at 10.7 eV. The SMILES is CC[C@H]1C[C@]1(C)O. The energy above the lowest of the compared OMol25 structures with the same formula, charge and spin is 98.44 kJ/mol.

# 3
Here is a molecular structure, CH3IO3S from OMol25. Energies are from ωB97M-V/def2-TZVPD.

Last column: natural (NBO) charge in e.
CARTESIAN COORDINATES (ANGSTROEM)
C1 -0.09982 0.25729 0.22966  -0.26
O1 2.21508 1.62221 -0.72580  -0.89
O2 0.11772 1.65288 0.68023  -0.70
O3 2.58897 -1.42052 0.48652  -0.88
S1 1.38950 2.46504 0.21712  1.23
I1 3.87968 -0.24355 0.03269  0.86
H1 0.64935 -0.37339 0.49476  0.22
H2 -0.06674 0.17685 -0.89166  0.20
H3 -1.11299 0.04127 0.62097  0.21

Atoms 1-6, force components in eV/Å:
-2.6833 2.2735 -2.0357
-1.2357 1.2939 0.6757
-0.4215 -1.1907 -0.0928
-0.9263 -0.7791 0.3181
1.1911 -0.5171 -1.0877
1.4747 0.2338 -0.1199

The HOMO-LUMO gap (spin up / spin down) comes out at 8.0 / 7.0 eV. The energy above the lowest of the compared OMol25 structures with the same formula, charge and spin is 330.66 kJ/mol.

# 4
Here is a molecular structure, C42H33GeN5O10Y from OMol25. Energies are from ωB97M-V/def2-TZVPD.

Last column: Mulliken spin population.
CARTESIAN COORDINATES (ANGSTROEM)
Y1 0.07143 0.60397 1.38210  0.17
O1 -2.62527 0.47545 4.53473  0.00
C1 -2.09306 0.52427 3.44717  0.00
O2 -0.85064 0.73288 3.18472  -0.02
C2 -2.96487 0.33115 2.19933  -0.01
C3 -4.31849 0.06587 2.32139  0.00
C4 -5.07949 -0.05499 1.17343  0.00
C5 -4.46304 0.12866 -0.05761  0.00
C6 -3.10661 0.38889 -0.08948  0.01
N1 -2.35639 0.46511 1.01201  0.03
H1 -4.72893 -0.03535 3.31565  0.00
H2 -6.13699 -0.27702 1.23057  0.00
H3 -5.02132 0.07347 -0.98188  0.00
H4 -2.59733 0.55047 -1.03415  0.00
O3 1.85718 -0.28873 2.58924  -0.02
C7 2.40847 0.21396 1.58569  0.07
O4 2.00899 -0.03875 0.40496  0.01
C8 3.28533 1.42726 1.73634  0.01
C9 4.63475 1.50643 1.85299  -0.01
C10 5.24139 2.77286 1.84996  0.00
C11 4.49357 3.91461 1.67329  0.00
C12 3.11242 3.84433 1.57127  0.01
C13 2.42897 2.59121 1.69372  0.01
O5 1.16286 2.45329 1.75523  0.02
N2 2.39848 5.07483 1.29115  0.00
O6 3.06817 6.08780 1.13126  0.00
O7 1.18200 5.06377 1.20520  0.00
N3 6.67909 2.87345 1.98358  0.00
O8 7.30555 1.84025 2.16030  0.00
O9 7.18998 3.97817 1.91445  0.00
H5 5.25529 0.62574 1.94117  0.00
H6 4.98377 4.87447 1.62100  0.00
C14 -3.77563 -3.29320 3.63896  0.03
C15 -2.64683 -2.76698 4.24949  -0.01
C16 -1.53931 -2.43042 3.48584  -0.01
C17 -1.54288 -2.63157 2.10496  0.16
C18 -2.68641 -3.14855 1.49809  0.02
C19 -3.79288 -3.48365 2.26367  -0.01
Ge1 0.09035 -2.15074 1.04963  0.36
C20 1.58331 -3.23286 1.75880  0.06
C21 1.40706 -4.09500 2.83731  0.00
C22 2.45266 -4.89738 3.27269  -0.01
C23 3.68545 -4.84498 2.64017  0.01
C24 3.87865 -3.96767 1.58117  -0.01
C25 2.83581 -3.16315 1.14978  0.02
C26 -0.25794 -2.94341 -0.75712  0.01
C27 0.54358 -3.96350 -1.26724  0.01
C28 0.26363 -4.53542 -2.50078  -0.01
C29 -0.82321 -4.09926 -3.24492  0.02
C30 -1.63483 -3.09014 -2.74658  -0.01
C31 -1.34908 -2.51929 -1.51688  0.09
H7 -4.64105 -3.55766 4.23335  0.00
H8 -2.63373 -2.59872 5.31806  0.00
H9 -0.66423 -2.00321 3.96399  0.00
H10 -2.70362 -3.31848 0.42967  0.01
H11 -4.67032 -3.89809 1.78190  0.00
H12 0.44797 -4.14496 3.33748  0.00
H13 2.30440 -5.56492 4.11228  0.00
H14 4.49723 -5.47667 2.97677  0.00
H15 4.84409 -3.91198 1.09402  0.00
H16 2.99659 -2.45997 0.33905  0.00
H17 1.39055 -4.31353 -0.69044  0.00
H18 0.89911 -5.32271 -2.88671  0.00
H19 -1.03921 -4.54354 -4.20800  0.00
H20 -2.48982 -2.75151 -3.31934  0.00
H21 -1.98742 -1.73164 -1.13379  0.01
C32 -2.24639 3.41107 -4.36674  0.00
N4 -1.43234 3.53155 -3.17182  0.00
N5 -0.86954 2.40598 -2.59976  0.00
C33 -0.69357 2.65913 -1.23361  -0.01
O10 -0.22815 1.82861 -0.43136  -0.04
C34 -1.14217 3.98584 -1.01206  0.00
C35 -1.62284 4.45723 -2.19781  0.00
C36 -2.28664 5.74907 -2.50895  0.00
C37 -0.03205 1.56484 -3.38891  0.01
C38 0.46909 2.04176 -4.59864  0.00
C39 1.30476 1.24928 -5.36755  0.00
C40 1.67257 -0.01249 -4.92778  0.00
C41 1.19682 -0.47413 -3.71220  0.01
C42 0.33886 0.30024 -2.94704  -0.01
H22 -2.12631 2.41532 -4.78267  0.00
H23 -1.94521 4.14197 -5.11654  0.00
H24 -3.30316 3.56181 -4.13593  0.00
H25 -1.05139 4.49847 -0.06935  0.00
H26 -2.18321 6.42501 -1.66436  0.00
H27 -3.35200 5.60419 -2.70063  0.00
H28 -1.83977 6.21405 -3.38764  0.00
H29 0.22631 3.03976 -4.93747  0.00
H30 1.67982 1.63181 -6.30757  0.00
H31 2.32776 -0.63012 -5.52752  0.00
H32 1.48191 -1.45062 -3.34304  0.00
H33 -0.01049 -0.08263 -2.00719  -0.01

Atoms 1-6, force components in eV/Å:
-0.9120 2.2398 -1.5050
0.0769 0.0340 -0.0826
-0.6387 -0.0185 0.2271
-1.0277 -0.0628 1.8463
0.0302 0.0669 0.0994
-0.0030 -0.0032 0.0532

The expectation value of S² is 0.753. The HOMO-LUMO gap (spin up / spin down) comes out at 8.0 / 6.2 eV. As for the multiplicity: 2. The energy above the lowest of the compared OMol25 structures with the same formula, charge and spin is 51.94 kJ/mol.

# 5
Here is C4H9P in the gas phase from OMol25. Energies are from ωB97M-V/def2-TZVPD.

Last column: natural (NBO) charge in e.
CARTESIAN COORDINATES (ANGSTROEM)
C1 0.64768 -0.44505 0.16724  -0.10
C2 0.67752 -1.51229 1.20200  -0.71
C3 -0.83797 1.24025 -0.98605  -0.60
C4 -0.67142 0.25564 0.19312  -0.50
P1 2.10130 0.14252 -0.99218  0.21
H1 1.59369 -1.69343 1.70921  0.24
H2 0.31180 -2.51640 0.75315  0.23
H3 -0.06340 -1.44872 1.94179  0.22
H4 -0.11641 2.01231 -1.12163  0.21
H5 -1.85135 1.78613 -0.89051  0.20
H6 -1.00681 0.66895 -1.82929  0.21
H7 -0.91662 0.83333 1.16948  0.23
H8 -1.32643 -0.58851 0.15795  0.22
H9 1.45842 1.26526 -1.47429  -0.06

Atoms 1-6, force components in eV/Å:
3.3226 2.4564 -1.6740
-0.0523 -2.5400 -1.9296
-3.6095 0.7821 2.1830
0.8050 2.4446 0.1218
-2.7566 -2.6253 3.4653
1.0034 -0.1297 0.0297

The HOMO-LUMO gap (spin up / spin down) comes out at 8.1 / 8.1 eV. The SMILES is [H]/P=C(/C)CC. The energy above the lowest of the compared OMol25 structures with the same formula, charge and spin is 140.21 kJ/mol.

Largest force on an atom values (in eV Å⁻¹) by entry order: 7.9 0.3 4.1 3.6 5.1.